No. 1
37
Properties=species:S:1:pos:R:3:forces:R:3:mulliken_charge:R:1 method="wB97M-V/def2-TZVPD" e_lumo_ev=-4.572 molar_mass_g_mol=208.329 gap_ev=4.45 relative_energy_kj_mol=298.24 total_charge=+1 homo_ev=-9.03
N -0.341 1.040 -2.131 2.2 -1.3 0.6 0.42
N -1.377 -0.784 1.607 1.3 1.1 -0.6 0.19
N -1.402 1.828 -2.503 -3.1 1.3 -0.2 -0.50
C 1.886 0.632 1.788 -0.2 -0.2 -0.1 0.00
C 1.509 -1.691 1.226 0.0 0.3 0.1 -0.31
C -0.186 -0.296 -2.714 0.2 0.3 0.7 -0.76
C 0.728 1.710 -1.394 -0.3 -0.5 -0.6 -0.97
C -1.157 -1.924 2.512 -0.1 -0.6 0.1 -0.96
C -0.408 -0.073 1.027 -1.5 -0.5 2.8 -0.62
C 3.712 -0.972 1.952 -0.4 0.2 -0.1 -0.39
C -2.152 1.681 -3.777 0.7 0.8 0.4 -0.76
C -2.769 -0.313 1.552 -0.8 0.3 -0.5 -0.95
C 0.996 -0.371 1.299 1.4 -0.5 0.3 0.65
C 2.838 -1.984 1.548 -0.2 0.3 -0.1 -0.78
C 3.223 0.331 2.103 -0.4 0.0 -0.3 -0.71
H 3.902 1.126 2.429 -0.4 -0.3 0.0 0.38
H -0.336 -1.749 3.229 -0.3 0.1 -0.5 0.40
H -1.984 0.701 -4.242 -0.2 0.5 0.2 0.33
H -0.746 0.923 0.699 0.2 -0.7 -0.5 0.53
H -1.358 2.777 -2.117 0.1 -0.9 -0.5 0.22
H -3.425 -1.115 1.907 0.2 0.2 -0.3 0.37
H -2.092 -2.069 3.071 0.5 0.0 -0.2 0.39
H 0.641 2.808 -1.510 0.1 -0.5 0.0 0.42
H 0.687 1.449 -0.312 0.4 0.7 -0.8 0.09
H -3.037 -0.045 0.518 0.1 -0.2 0.4 0.37
H -0.813 -0.429 -3.619 0.5 0.0 0.8 0.31
H 1.507 1.639 1.987 0.2 -0.3 -0.3 0.45
H 0.852 -2.503 0.936 0.2 0.1 -0.2 0.44
H 0.870 -0.435 -3.018 -0.4 0.0 0.1 0.29
H 1.712 1.393 -1.779 -0.2 0.1 0.2 0.33
H -2.955 0.569 2.192 0.4 -0.4 -0.2 0.34
H -0.446 -1.086 -1.954 0.1 0.4 -0.9 0.13
H -1.871 2.476 -4.497 -0.1 -0.5 0.1 0.23
H -3.224 1.785 -3.553 0.4 -0.1 -0.1 0.26
H -0.955 -2.840 1.934 -0.1 0.4 0.4 0.33
H 4.769 -1.185 2.136 -0.4 0.0 0.0 0.41
H 3.201 -3.003 1.468 -0.1 0.1 0.0 0.40

=====

No. 2
40
Properties=species:S:1:pos:R:3:forces:R:3:mulliken_charge:R:1 method="wB97M-V/def2-TZVPD" e_lumo_ev=0.674 molar_mass_g_mol=254.334 gap_ev=9.59 relative_energy_kj_mol=109.31 homo_ev=-8.92 smiles="C[C@@H]1[C@@H]2[C@H](N(C)C(=O)N1C)N(C)C(=O)N(C)[C@H]2C"
O -1.883 -2.636 0.826 0.2 -0.1 0.2 -0.76
O 1.180 0.717 -3.417 0.2 0.6 -0.1 -0.73
N 1.735 -0.094 -1.371 -1.9 1.1 0.8 0.23
N -1.185 -1.001 -0.531 1.4 1.0 1.1 0.23
N -0.381 0.903 -1.796 -0.6 0.5 0.6 0.39
N -0.880 -0.942 1.925 0.7 0.5 -1.3 0.25
C -1.326 1.437 2.378 1.0 0.2 0.1 -1.43
C -0.289 0.392 1.914 -0.1 0.5 -0.3 -0.17
C -1.226 1.797 -2.587 -0.4 -0.5 -0.9 -1.08
C -0.858 0.423 -0.514 -0.2 0.7 -0.5 -1.14
C -1.064 -1.604 3.241 -0.7 -0.4 -1.1 -1.08
C -1.317 -1.548 0.729 -1.2 -2.1 1.0 0.46
C 2.714 0.714 0.726 1.1 -0.5 0.3 -1.61
C 0.888 0.594 -2.236 0.3 -1.8 -0.7 0.42
C 1.541 0.003 0.100 -0.3 -0.4 0.1 -0.23
C 0.227 0.764 0.515 0.1 -1.5 -0.8 0.06
C -1.799 -1.604 -1.730 0.1 -0.6 1.1 -1.00
C 2.908 -0.783 -1.877 -0.2 0.4 1.2 -1.12
H -0.879 2.440 2.338 0.0 -0.2 0.3 0.40
H 2.762 -1.101 -2.888 -0.1 0.2 -0.6 0.38
H -1.289 1.442 -3.645 0.1 0.2 0.8 0.33
H -1.184 -1.378 -2.594 0.1 0.0 0.0 0.31
H 2.872 1.667 0.239 0.0 0.4 0.0 0.42
H -1.617 1.206 3.403 -0.2 0.2 -0.1 0.43
H 1.507 -1.031 0.512 -0.2 0.4 -0.3 0.31
H -1.801 0.956 -0.254 0.6 0.1 -0.4 0.57
H -0.839 2.825 -2.630 -0.2 -0.2 0.2 0.33
H -2.788 -1.177 -1.854 -0.4 0.0 -0.3 0.33
H 0.575 0.391 2.589 -0.2 0.1 0.2 0.57
H -2.269 1.771 -2.188 0.9 0.1 -0.1 0.32
H -2.140 -1.715 3.445 0.3 0.0 0.0 0.31
H 2.576 0.857 1.797 -0.1 0.1 0.0 0.38
H -0.630 -1.014 4.044 0.2 0.2 -0.3 0.42
H -1.895 -2.710 -1.604 0.2 1.1 0.1 0.35
H 3.780 -0.117 -1.774 0.0 -0.6 -0.2 0.32
H 0.427 1.838 0.417 -0.2 -0.2 0.3 0.52
H 3.655 0.134 0.635 -0.5 0.3 -0.1 0.37
H 3.000 -1.693 -1.267 0.4 0.2 0.0 0.37
H -0.618 -2.609 3.258 -0.1 0.3 -0.1 0.31
H -2.189 1.483 1.725 -0.3 -0.3 0.0 0.29

=====

No. 3
41
Properties=species:S:1:pos:R:3:forces:R:3:mulliken_charge:R:1 method="wB97M-V/def2-TZVPD" e_lumo_ev="-2.616 / -3.661" molar_mass_g_mol=458.640 gap_ev="6.96 / 7.15" total_charge=+1 multiplicity=5 homo_ev="-9.58 / -10.81"
Os -0.008 -0.517 0.670 -0.8 -0.3 -0.2 1.03
S -1.621 -2.688 -0.339 0.0 0.1 0.0 -0.42
N 2.333 -2.546 -0.358 0.0 -0.4 0.3 -0.35
N 1.196 1.468 -0.065 -0.2 -0.2 0.1 -0.58
N 0.353 -3.778 -1.716 0.1 -0.1 0.1 -0.43
N -2.037 0.471 0.162 0.4 0.2 0.2 -0.59
N 2.528 -1.302 -1.110 -0.1 0.1 0.2 -0.47
C 0.953 2.841 0.434 -0.2 0.1 0.0 -0.88
C 0.850 -2.310 1.677 0.5 -0.4 0.1 0.01
C 1.764 -1.423 2.323 -0.2 0.0 -0.2 -0.19
C -2.470 1.561 1.072 0.1 0.1 0.2 -0.81
C -0.543 3.131 0.454 0.1 -0.2 0.2 -0.54
C 0.013 -3.113 -0.604 -0.2 0.1 -0.1 0.50
C -0.129 -2.743 3.866 -0.1 0.0 -0.2 -0.73
C 1.736 -1.250 3.708 -0.1 0.1 0.2 -0.87
C -1.267 2.350 1.562 -0.1 0.0 -0.2 -0.30
C 0.808 -1.912 4.482 0.1 0.1 0.0 -0.51
C 1.029 -2.620 0.249 0.7 1.0 -0.6 -0.14
C -0.116 -2.944 2.504 -0.1 0.0 0.2 -0.06
H -1.947 0.818 -0.788 -0.1 0.0 -0.1 0.28
H -1.587 3.030 2.352 0.0 0.0 0.0 0.45
H 1.460 3.576 -0.194 0.1 -0.1 0.0 0.43
H -0.869 -3.259 4.463 0.0 0.0 0.0 0.43
H 2.170 1.218 0.062 0.0 -0.1 -0.1 0.26
H -2.735 -0.263 0.130 0.0 -0.1 -0.1 0.32
H -0.372 -4.174 -2.288 -0.1 0.1 0.0 0.22
H 2.053 -1.465 -1.993 0.0 0.0 -0.1 0.23
H 1.299 -4.114 -1.815 0.0 0.0 0.0 0.25
H -0.945 2.869 -0.531 0.0 0.1 0.0 0.30
H 3.062 -2.573 0.342 0.0 -0.1 0.1 0.40
H 2.461 -0.595 4.172 0.0 0.0 0.0 0.42
H 1.360 2.922 1.442 0.0 0.0 0.0 0.38
H -3.184 2.220 0.572 -0.1 -0.1 0.0 0.37
H -0.700 4.200 0.589 0.0 0.0 -0.1 0.40
H 2.581 -0.979 1.764 0.0 0.0 -0.1 0.33
H 0.813 -1.801 5.558 0.0 0.0 0.0 0.43
H 1.037 1.453 -1.068 0.1 -0.1 -0.1 0.30
H -2.964 1.105 1.929 -0.1 -0.1 -0.1 0.42
H 3.518 -1.260 -1.347 -0.1 -0.2 0.0 0.27
H -0.576 1.630 2.023 0.0 0.1 0.1 0.06
H -0.817 -3.632 2.055 0.0 0.0 0.0 0.39

=====

No. 4
49
Properties=species:S:1:pos:R:3:forces:R:3:mulliken_charge:R:1 method="wB97M-V/def2-TZVPD" e_lumo_ev=0.469 molar_mass_g_mol=454.497 gap_ev=10.62 relative_energy_kj_mol=38.88 homo_ev=-10.15 smiles="CC1(C)O[C@@H]2O[C@@H]([C@@H](COS(C)(=O)=O)OS(C)(=O)=O)[C@H](OS(C)(=O)=O)[C@@H]2O1"
S 2.809 3.929 -1.596 2.6 -1.4 1.3 1.23
S 1.174 -0.240 -3.032 -2.3 -1.9 -0.3 1.31
S 1.261 -2.690 1.136 5.3 2.9 0.0 1.19
O -1.811 -1.678 2.471 0.8 0.3 -0.6 -0.38
O 0.492 -1.492 -2.811 1.2 0.2 0.2 -0.67
O 3.561 2.751 -2.127 -2.7 2.0 0.8 -0.58
O 1.330 0.418 -1.523 1.3 -1.0 -1.2 -0.32
O -1.622 1.331 0.647 0.8 -0.1 0.2 -0.51
O 3.571 4.691 -0.617 -1.3 -1.0 -0.1 -0.65
O -3.170 -0.204 1.433 -1.1 0.6 -0.9 -0.40
O 0.437 0.601 -3.937 1.0 1.0 0.6 -0.69
O 1.269 3.539 -1.048 1.9 0.6 -1.0 -0.40
O 0.139 -1.727 0.368 0.6 -3.0 -0.6 -0.24
O 1.773 -1.927 2.294 -2.0 -1.1 -1.1 -0.66
O 2.391 -3.015 0.243 -3.0 0.0 0.5 -0.65
C -0.088 -0.440 0.839 1.4 0.4 2.2 -0.28
C -4.151 -1.347 3.238 0.5 -0.4 0.9 -1.37
C -3.125 -1.445 2.104 -2.2 0.4 -1.1 1.41
C 2.883 -0.477 -3.580 1.3 0.5 1.6 -0.86
C -3.570 -2.455 1.086 -0.3 -0.5 -0.7 -1.81
C 0.378 1.287 -0.990 -1.1 1.3 1.6 -0.29
C 1.137 2.373 -0.144 1.0 0.9 -0.3 -0.67
C 2.528 5.129 -2.822 -0.8 0.3 -1.7 -1.03
C -2.112 0.567 1.782 2.4 -0.4 -1.3 0.18
C -0.727 0.541 -0.183 -0.7 -2.1 0.5 0.12
C 0.465 -4.135 1.686 -0.2 -0.8 -0.1 -0.80
C -1.080 -0.515 2.115 2.5 1.4 2.3 -0.28
H 3.477 -0.584 -2.604 -0.8 0.0 -1.4 0.29
H -2.763 -2.887 0.536 1.0 0.0 -0.2 0.40
H -0.169 1.709 -1.812 0.0 1.0 -0.3 0.72
H -3.800 -2.093 3.980 -0.8 -0.1 -0.3 0.35
H 3.114 -1.374 -4.246 -1.1 1.3 0.9 0.37
H -2.249 1.260 2.575 -0.6 0.9 0.5 0.43
H 0.557 2.803 0.758 0.9 -1.1 -1.5 0.19
H 3.382 5.063 -3.486 0.3 -0.5 -0.1 0.39
H 1.653 4.896 -3.456 0.2 0.4 0.6 0.32
H -0.009 -4.632 0.820 -0.1 0.4 0.5 0.30
H -4.017 -3.293 1.580 -0.7 -0.5 0.2 0.45
H 0.986 -0.054 1.117 -2.3 -0.2 0.1 0.58
H -5.146 -1.597 2.756 1.0 0.5 1.2 0.35
H 3.186 0.497 -4.027 -0.2 -0.8 0.2 0.32
H 1.258 -4.858 2.093 -1.1 1.5 -0.4 0.35
H 2.628 6.158 -2.450 -0.8 -0.6 0.4 0.36
H -1.369 0.006 -0.934 0.7 0.1 0.6 0.31
H -0.236 -3.708 2.421 0.1 -0.9 -0.2 0.27
H -0.546 -0.392 3.134 -0.1 0.7 -2.1 0.29
H -4.201 -2.032 0.297 -0.3 0.0 0.6 0.36
H -4.120 -0.377 3.828 -0.2 -0.9 -1.2 0.31
H 2.247 2.119 0.089 -2.2 -0.3 0.1 0.42

=====

No. 5
43
Properties=species:S:1:pos:R:3:forces:R:3:mulliken_charge:R:1 method="wB97M-V/def2-TZVPD" e_lumo_ev="-9.165 / -8.927" molar_mass_g_mol=644.968 gap_ev="5.93 / 6.10" total_charge=+2 homo_ev="-15.10 / -15.03"
Os -0.933 0.076 -0.651 -0.3 -0.1 0.3 0.82
Te 1.470 -0.155 -1.131 0.0 0.1 -0.1 0.27
As -1.610 -1.391 -2.450 0.0 0.0 -0.1 0.49
S -1.240 -0.928 1.388 -0.1 -0.2 -0.2 -0.32
N -2.364 1.318 -0.996 0.4 0.1 -0.2 -0.86
N 0.492 -0.420 3.312 0.0 0.0 0.0 -0.04
N 1.107 -2.141 1.926 0.0 0.0 0.0 -0.23
C 2.531 2.517 2.144 0.0 0.0 0.0 -0.71
C 0.274 -1.171 2.263 0.1 0.2 0.1 0.43
C -2.396 -3.011 -1.767 0.0 0.0 0.0 -1.08
C 3.855 0.751 0.439 0.0 0.0 0.0 -0.55
C -2.961 -0.530 -3.525 0.0 0.0 0.0 -1.14
C 1.630 -0.581 4.216 0.0 0.0 0.0 -1.10
C 4.568 1.456 1.397 0.0 0.0 0.0 -0.59
C 3.908 2.339 2.244 0.0 0.0 0.0 -0.53
C -0.227 -1.952 -3.673 0.0 0.0 0.0 -1.14
C -3.177 2.152 -1.202 -0.1 0.1 0.2 0.27
C 2.471 0.914 0.359 0.0 0.0 0.0 0.59
C 1.806 1.797 1.209 0.0 0.0 0.0 -0.31
B -4.246 3.182 -1.473 0.2 -0.1 -0.2 0.18
H 2.031 3.232 2.784 0.0 0.0 0.0 0.44
H 5.641 1.337 1.464 0.0 0.0 0.0 0.43
H -3.195 -1.179 -4.369 0.0 0.0 0.0 0.45
H 1.628 -1.580 4.655 0.0 0.0 0.0 0.41
H -0.692 -2.553 -4.455 0.0 0.0 0.0 0.42
H -3.854 -0.371 -2.924 0.0 0.0 0.0 0.39
H -4.368 3.896 -0.520 0.0 0.0 0.0 -0.04
H 0.248 -1.085 -4.128 0.0 0.0 0.0 0.41
H 1.538 0.146 5.016 0.0 0.0 0.0 0.33
H 4.471 2.908 2.971 0.0 0.0 0.0 0.44
H -0.175 0.317 3.492 0.0 0.0 0.0 0.29
H -5.204 2.543 -1.840 0.0 0.0 0.0 -0.04
H 0.735 1.954 1.116 0.0 0.0 0.0 0.45
H 0.513 -2.561 -3.156 0.0 0.0 0.0 0.39
H 1.931 -2.347 2.474 0.0 0.0 0.0 0.22
H -1.623 -3.638 -1.326 0.0 0.0 0.0 0.35
H 4.380 0.096 -0.246 0.0 0.0 0.0 0.37
H 0.834 -2.808 1.222 0.0 0.0 0.0 0.24
H -3.758 3.753 -2.436 0.0 0.0 0.0 0.00
H -3.147 -2.769 -1.018 0.0 0.0 0.0 0.39
H -2.589 0.426 -3.888 0.0 0.0 0.0 0.39
H -2.864 -3.539 -2.598 0.0 0.0 0.0 0.43
H 2.563 -0.396 3.681 0.0 0.0 0.0 0.37

=====

No. 6
48
Properties=species:S:1:pos:R:3:forces:R:3:mulliken_charge:R:1 method="wB97M-V/def2-TZVPD" e_lumo_ev=-10.666 molar_mass_g_mol=416.192 gap_ev=7.02 relative_energy_kj_mol=3.94 total_charge=+3 homo_ev=-17.68
Ti -0.668 -0.469 0.040 0.0 -0.4 -0.6 -0.09
S -2.486 -1.611 0.987 0.1 0.1 -0.1 -0.26
S 1.172 -1.307 -1.160 -0.1 0.1 0.3 -0.23
N 1.885 -0.526 1.412 0.1 0.1 0.2 0.64
N -1.171 -4.008 1.332 -0.1 -0.2 0.0 0.12
N 3.474 -0.296 -0.064 0.2 0.0 -0.1 0.14
N -1.009 3.728 -0.587 0.0 0.2 0.0 0.09
N -0.553 1.497 -0.079 -0.1 0.2 0.2 -0.25
N 0.064 -2.223 1.619 0.4 -0.2 0.3 0.43
N -2.978 0.700 -3.393 0.0 0.0 0.1 -0.33
N -1.957 2.072 -1.872 0.0 0.0 0.0 -0.06
N -1.766 -0.245 -1.649 -0.2 0.1 0.2 -0.15
C 4.265 -0.400 -1.305 -0.2 0.1 0.2 -0.82
C 0.902 -3.341 1.681 -0.1 0.2 0.0 -0.79
C 0.131 -4.433 1.527 -0.1 -0.1 0.0 -0.54
C -1.195 -2.680 1.401 0.0 0.1 0.0 0.46
C 3.968 0.162 1.143 0.0 0.0 -0.1 -0.35
C -0.219 4.189 0.571 -0.1 -0.1 -0.1 -1.02
C 2.217 -0.709 0.110 -0.1 0.0 0.1 0.11
C -1.154 2.442 -0.817 0.1 -0.2 0.0 0.55
C -2.226 0.799 -2.307 0.1 0.0 0.0 0.53
C -1.640 4.746 -1.459 0.0 -0.2 0.2 -1.01
C 2.983 0.035 2.056 -0.1 -0.1 -0.1 -0.86
C -2.330 -4.903 1.130 0.3 0.3 0.0 -0.80
B 0.570 -0.843 2.152 0.0 -0.1 -0.1 0.15
H -2.412 2.825 -2.366 0.0 0.0 0.0 0.19
H -0.580 3.718 1.486 0.0 0.0 0.0 0.44
H 0.842 3.991 0.413 0.0 0.0 0.0 0.39
H -0.361 5.259 0.671 0.0 0.0 0.0 0.30
H -3.270 1.502 -3.930 0.0 0.0 0.0 0.21
H -2.726 4.700 -1.365 0.0 0.0 -0.1 0.41
H 0.056 1.924 0.612 0.0 0.0 0.0 -0.08
H 4.788 -1.353 -1.316 0.0 0.0 -0.1 0.33
H -2.096 -1.117 -2.051 0.0 0.0 0.0 0.08
H 0.654 -0.763 3.332 0.1 0.0 0.0 0.00
H -1.995 -5.751 0.541 -0.1 -0.1 0.0 0.35
H -3.096 -4.357 0.586 -0.1 0.0 0.0 0.34
H 2.957 0.254 3.109 0.0 0.0 0.0 0.52
H -3.263 -0.204 -3.740 0.0 0.0 -0.1 0.22
H 4.976 0.420 -1.322 0.0 0.0 0.0 0.34
H 0.375 -5.482 1.563 0.0 0.0 0.0 0.51
H -1.318 5.725 -1.124 0.0 0.0 0.0 0.29
H 1.954 -3.253 1.885 0.0 0.0 0.0 0.57
H 4.983 0.508 1.241 0.0 0.0 0.0 0.53
H -1.315 4.622 -2.492 0.0 0.0 0.0 0.43
H -0.324 -0.006 1.852 -0.1 0.1 -0.1 0.25
H -2.703 -5.219 2.100 0.0 -0.1 0.0 0.34
H 3.595 -0.322 -2.157 0.0 0.0 0.0 0.35